1.
{"formula": "CH4FNP2", "method": "ωB97M-V with the def2-TZVPD basis set", "elements": ["H", "P", "N", "P", "C", "F", "H", "H", "H"], "positions_angstrom": [[3.636, -0.088, 0.948], [2.752, -0.403, 0.037], [1.678, 0.677, 0.132], [0.432, 1.419, -0.721], [-1.021, 0.211, -0.471], [0.074, 2.436, 0.545], [-1.801, 0.957, -0.602], [-1.100, -0.386, 0.412], [-1.041, -0.437, -1.243]], "forces_ev_per_angstrom": [[1.96, 1.10, 2.62], [-1.41, -2.25, -2.98], [-0.59, 1.15, -0.55], [-0.16, -0.81, 2.54], [1.10, 3.31, 1.28], [-0.35, -0.36, -1.19], [-0.66, -0.38, 0.26], [0.14, 0.23, 0.97], [-0.04, -1.99, -2.94]], "lumo_ev": -0.78, "relative_energy_kj_mol": 64.2, "orbital_gap_ev": 8.4031, "smiles": "[H]/P=N/P(C)F", "homo_energy_ev": -9.180, "multiplicity": 1}

=====

2.
{"formula": "CH4FSc", "method": "ωB97M-V with the def2-TZVPD basis set", "elements": ["F", "Sc", "H", "C", "H", "H", "H"], "positions_angstrom": [[0.841, 0.459, -0.143], [1.384, -1.084, 1.063], [2.330, 0.316, -0.006], [-0.875, 0.046, -0.130], [-1.436, -0.891, -0.214], [-0.897, 0.430, -1.157], [-1.347, 0.724, 0.587]], "forces_ev_per_angstrom": [[-2.67, -2.49, 1.46], [1.27, 2.37, -1.73], [1.09, -1.55, 1.33], [-1.79, 2.72, -2.20], [1.50, -1.38, 0.60], [-0.27, 0.24, 0.41], [0.87, 0.09, 0.12]], "lumo_ev": [-12.26, -12.26], "orbital_gap_ev": [7.5734, 7.5762], "homo_energy_ev": [-19.837, -19.834], "charge": 2, "multiplicity": 1}

=====

3.
{"formula": "CH4I2OSi", "method": "ωB97M-V with the def2-TZVPD basis set", "elements": ["C", "O", "Si", "I", "I", "H", "H", "H", "H"], "positions_angstrom": [[1.427, 0.634, 0.844], [-0.373, 0.727, -0.461], [-1.358, -0.495, -0.549], [1.906, -1.418, 0.763], [2.395, 2.027, -0.373], [0.541, 0.880, 1.576], [-0.661, -1.701, -1.112], [-2.159, 0.118, -1.559], [-1.717, -0.772, 0.871]], "forces_ev_per_angstrom": [[-3.96, -0.39, -1.23], [3.79, 2.05, 1.45], [0.80, -1.37, 0.50], [0.05, 1.17, 0.22], [-0.35, -0.64, 0.99], [2.43, -0.09, -1.24], [-0.45, -0.15, 0.10], [-1.55, -0.18, -0.57], [-0.76, -0.40, -0.23]], "lumo_ev": -1.47, "relative_energy_kj_mol": 603.4, "orbital_gap_ev": 7.8738, "homo_energy_ev": -9.348, "multiplicity": 1}

=====

4.
{"formula": "CH4IN2", "method": "ωB97M-V with the def2-TZVPD basis set", "elements": ["C", "N", "N", "I", "H", "H", "H", "H"], "positions_angstrom": [[1.129, 0.297, 0.101], [-0.239, -1.518, -0.011], [0.600, 1.430, 0.394], [3.081, -0.056, -0.405], [-0.019, -2.156, -0.790], [-0.070, -2.001, 0.916], [-0.424, 1.664, 0.362], [1.197, 2.304, 0.178]], "forces_ev_per_angstrom": [[-1.44, -3.04, -0.33], [0.24, 2.36, 1.55], [0.34, 1.74, -1.65], [-0.53, 0.22, 0.26], [1.00, 0.54, 0.23], [0.39, 0.76, -1.30], [1.00, -0.98, 0.43], [-0.99, -1.61, 0.81]], "lumo_ev": [-6.36, -6.36], "relative_energy_kj_mol": 458.1, "orbital_gap_ev": [8.0671, 8.0663], "homo_energy_ev": [-14.430, -14.430], "charge": 1, "multiplicity": 1}

=====

5.
{"formula": "CH4IN2O", "method": "ωB97M-V with the def2-TZVPD basis set", "elements": ["I", "C", "O", "N", "N", "H", "H", "H", "H"], "positions_angstrom": [[-7.648, -2.826, 0.135], [-5.220, -5.393, 1.478], [-5.721, -6.505, 1.192], [-5.183, -5.030, 2.876], [-4.611, -4.482, 0.693], [-4.312, -4.697, 3.143], [-5.372, -6.006, 3.248], [-4.535, -4.782, -0.257], [-4.268, -3.606, 0.926]], "forces_ev_per_angstrom": [[-0.07, 0.20, -0.08], [-0.36, -0.88, 1.87], [1.19, 2.52, -0.39], [-2.49, -3.31, -1.28], [-0.34, -3.09, -1.38], [1.86, 0.74, 0.67], [0.34, 1.93, 0.24], [-0.17, 0.36, -0.44], [0.04, 1.54, 0.80]], "lumo_ev": 3.56, "relative_energy_kj_mol": 129.1, "orbital_gap_ev": 6.7596, "homo_energy_ev": -3.203, "charge": -1, "multiplicity": 1}

=====

6.
{"formula": "CH4IN2O", "method": "ωB97M-V with the def2-TZVPD basis set", "elements": ["C", "N", "N", "O", "I", "H", "H", "H", "H"], "positions_angstrom": [[1.348, 0.072, -0.801], [2.469, -0.063, -0.510], [0.089, 0.090, -0.688], [-0.537, -0.829, -1.499], [-4.301, -0.007, 0.652], [-4.347, 0.010, 2.185], [3.362, 0.244, -0.707], [-0.440, 0.742, -0.063], [-0.335, -1.850, -1.243]], "forces_ev_per_angstrom": [[0.95, 0.47, 1.75], [-1.94, -0.58, -0.02], [-0.65, -0.49, 0.03], [-0.54, -2.67, -0.16], [0.15, -0.01, -1.79], [-0.04, 0.02, 1.76], [2.29, 0.70, -0.72], [0.24, -0.86, -0.82], [-0.45, 3.41, -0.05]], "lumo_ev": -5.31, "relative_energy_kj_mol": 232.2, "orbital_gap_ev": 7.5285, "homo_energy_ev": -12.834, "charge": 1, "multiplicity": 1}

=====

7.
{"formula": "CH4IN3", "method": "ωB97M-V with the def2-TZVPD basis set", "elements": ["C", "N", "N", "N", "I", "H", "H", "H", "H"], "positions_angstrom": [[1.184, -0.917, -0.661], [-0.009, -0.288, -0.224], [0.022, 0.764, 0.433], [-1.384, 0.989, 0.967], [-2.467, 2.756, 0.926], [2.111, -0.410, -0.321], [1.297, -1.289, -1.636], [1.195, -1.891, -0.088], [-1.949, 0.285, 0.604]], "forces_ev_per_angstrom": [[2.14, -0.94, 3.44], [-1.77, 1.47, 0.24], [-1.80, -0.73, -0.68], [2.77, 1.09, 0.80], [0.94, -0.56, -0.27], [-0.44, 0.07, -0.40], [-0.69, 0.34, -1.71], [-0.02, 0.81, -0.31], [-1.14, -1.54, -1.10]], "lumo_ev": -0.38, "relative_energy_kj_mol": 59.7, "orbital_gap_ev": 8.5663, "smiles": "C/N=N/NI", "homo_energy_ev": -8.949, "multiplicity": 1}

=====

8.
{"formula": "CH4IN3", "method": "ωB97M-V with the def2-TZVPD basis set", "elements": ["C", "N", "N", "N", "I", "H", "H", "H", "H"], "positions_angstrom": [[-1.434, 0.245, 0.328], [0.816, 0.299, -0.123], [2.369, -0.604, -0.662], [-0.202, -0.428, -0.025], [3.858, 0.636, -0.635], [-1.366, 1.272, -0.033], [-2.290, -0.253, -0.120], [-1.555, 0.275, 1.414], [-0.195, -1.442, -0.142]], "forces_ev_per_angstrom": [[-0.71, 0.36, 0.24], [2.92, -2.21, -1.15], [-5.10, 0.05, 1.13], [1.52, 1.06, -0.13], [0.99, 1.26, 0.12], [-0.03, -0.23, 0.02], [0.02, -0.08, -0.04], [0.01, -0.14, -0.07], [0.38, -0.07, -0.13]], "lumo_ev": [-0.26, -0.26], "relative_energy_kj_mol": 310.8, "orbital_gap_ev": [7.0654, 7.0685], "homo_energy_ev": [-7.324, -7.326], "multiplicity": 1}

=====

9.
{"formula": "CH4INO2S", "method": "ωB97M-V with the def2-TZVPD basis set", "elements": ["C", "N", "O", "O", "S", "I", "H", "H", "H", "H"], "positions_angstrom": [[-0.823, -0.795, -0.112], [1.562, 0.441, 0.092], [-0.333, 1.344, 1.249], [-0.180, 1.456, -1.291], [-0.031, 0.783, -0.024], [-2.989, -0.518, 0.032], [-0.773, -1.173, -1.101], [-0.453, -1.458, 0.639], [2.234, -0.088, -0.494], [1.787, 0.008, 1.009]], "forces_ev_per_angstrom": [[-1.67, 0.81, -0.13], [2.32, -1.81, 1.72], [-0.39, 0.31, 0.05], [-0.41, -0.41, 1.05], [0.96, 0.18, -1.47], [0.72, -0.15, 0.22], [0.59, -0.42, -0.78], [0.03, -0.33, 0.49], [-1.54, 0.86, -0.79], [-0.60, 0.96, -0.36]], "lumo_ev": -0.18, "relative_energy_kj_mol": 2.4, "orbital_gap_ev": 9.7471, "homo_energy_ev": -9.929, "multiplicity": 1}

=====

10.
{"formula": "CH4IO", "method": "ωB97M-V with the def2-TZVPD basis set", "elements": ["I", "C", "O", "H", "H", "H", "H"], "positions_angstrom": [[-9.342, -20.069, 29.546], [-9.520, -19.514, 33.678], [-8.476, -20.117, 32.971], [-9.129, -19.156, 34.639], [-9.923, -18.647, 33.142], [-10.344, -20.207, 33.889], [-8.713, -20.097, 32.023]], "forces_ev_per_angstrom": [[-0.05, 0.04, 0.01], [-0.11, 0.30, 0.21], [0.15, -0.06, -0.02], [-0.03, -0.07, -0.08], [-0.06, -0.07, 0.03], [-0.02, 0.01, -0.05], [0.11, -0.14, -0.09]], "lumo_ev": 3.99, "relative_energy_kj_mol": 2.5, "orbital_gap_ev": 7.6370, "homo_energy_ev": -3.649, "charge": -1, "multiplicity": 1}

=====

11.
{"formula": "CH4IP", "method": "ωB97M-V with the def2-TZVPD basis set", "elements": ["C", "P", "I", "H", "H", "H", "H"], "positions_angstrom": [[-0.271, -0.639, -0.077], [0.371, 0.859, -0.800], [-2.161, 0.663, 1.700], [-1.052, -1.317, -0.380], [0.341, -1.145, 0.732], [1.211, 1.332, 0.196], [1.561, 0.247, -1.371]], "forces_ev_per_angstrom": [[-0.28, -0.44, 4.04], [0.37, 0.50, -1.74], [1.51, -1.05, -1.34], [-0.13, 0.32, -0.83], [-0.80, 0.75, -0.92], [-0.03, -0.05, 0.87], [-0.64, -0.03, -0.08]], "lumo_ev": [-2.09, -2.08], "relative_energy_kj_mol": 262.1, "orbital_gap_ev": [7.1619, 7.1848], "homo_energy_ev": [-9.257, -9.261], "multiplicity": 1}

=====

12.
{"formula": "CH4N2", "method": "ωB97M-V with the def2-TZVPD basis set", "elements": ["H", "N", "C", "N", "H", "H", "H"], "positions_angstrom": [[1.232, -0.247, -1.288], [0.504, -1.006, -1.131], [-0.202, -0.387, -0.283], [0.040, 0.753, 0.468], [-1.023, -0.876, 0.069], [-1.075, 1.174, 0.746], [0.525, 0.590, 1.419]], "forces_ev_per_angstrom": [[0.04, -1.45, -0.34], [1.17, 2.99, -0.12], [0.96, -1.68, 0.32], [-2.80, 3.19, 2.60], [-2.86, -1.65, 0.50], [4.55, -1.51, -0.78], [-1.05, 0.12, -2.19]], "lumo_ev": 0.71, "relative_energy_kj_mol": 249.3, "orbital_gap_ev": 10.7894, "smiles": "[H]/N=C\\N", "homo_energy_ev": -10.077, "multiplicity": 1}

=====

13.
{"formula": "CH4N2", "method": "ωB97M-V with the def2-TZVPD basis set", "elements": ["N", "C", "N", "H", "H", "H", "H"], "positions_angstrom": [[1.437, 0.165, 0.291], [0.168, -0.305, 0.036], [-1.384, -0.144, 0.071], [-0.584, 0.126, -0.808], [1.726, 0.909, -0.262], [0.275, -1.373, -0.062], [-1.638, 0.623, 0.734]], "forces_ev_per_angstrom": [[-4.87, -2.54, -1.28], [4.53, -2.52, 4.34], [3.25, 0.45, -0.20], [-3.41, 1.70, -1.31], [0.28, 3.03, -0.02], [-0.58, -0.67, -0.06], [0.79, 0.55, -1.46]], "lumo_ev": -0.64, "relative_energy_kj_mol": 619.0, "orbital_gap_ev": 8.2549, "homo_energy_ev": -8.896, "multiplicity": 1}

=====

14.
{"formula": "CH4N2", "method": "ωB97M-V with the def2-TZVPD basis set", "elements": ["H", "N", "C", "N", "H", "H", "H"], "positions_angstrom": [[-1.659, -0.011, -1.372], [-0.757, -0.397, -1.131], [-0.240, 0.182, -0.099], [0.663, -0.268, 0.846], [-0.519, 1.265, 0.149], [1.128, -1.156, 0.546], [1.384, 0.384, 1.060]], "forces_ev_per_angstrom": [[0.32, 0.72, -0.40], [1.07, -0.99, 2.31], [-1.58, 2.31, -0.81], [0.62, -2.32, -1.83], [0.03, -1.30, -0.07], [-0.73, 0.80, 0.43], [0.28, 0.77, 0.37]], "lumo_ev": 1.07, "relative_energy_kj_mol": 134.8, "orbital_gap_ev": 10.5150, "smiles": "[H]/N=C/N", "homo_energy_ev": -9.441, "multiplicity": 1}

=====

15.
{"formula": "CH4N2O", "method": "ωB97M-V with the def2-TZVPD basis set", "elements": ["C", "N", "N", "O", "H", "H", "H", "H"], "positions_angstrom": [[0.082, 0.326, -0.006], [-0.950, -0.223, 0.719], [1.026, -0.555, -0.557], [2.180, -0.108, -0.765], [-1.217, -1.163, 0.460], [-1.571, 0.402, 1.211], [0.410, 1.337, 0.251], [0.039, -0.017, -1.313]], "forces_ev_per_angstrom": [[0.47, -0.70, -0.98], [0.29, 0.20, -0.04], [1.65, -0.37, 0.76], [-1.14, -0.12, 0.10], [-0.22, 0.28, 0.34], [-0.08, -0.41, -0.39], [-0.08, -0.10, -0.19], [-0.88, 1.22, 0.40]], "lumo_ev": 0.61, "relative_energy_kj_mol": 516.3, "orbital_gap_ev": 9.2746, "homo_energy_ev": -8.661, "multiplicity": 1}

=====

16.
{"formula": "CH4N2O", "method": "ωB97M-V with the def2-TZVPD basis set", "elements": ["C", "N", "H", "H", "H", "N", "O", "H"], "positions_angstrom": [[1.294, 0.615, -0.028], [0.251, 0.036, 0.379], [1.403, 0.704, -1.063], [2.011, 0.880, 0.815], [0.213, -0.510, 1.200], [-1.708, -0.212, -0.375], [-2.035, -1.117, 0.371], [-1.428, -0.396, -1.299]], "forces_ev_per_angstrom": [[0.11, -0.65, 4.40], [0.69, -0.51, -3.23], [0.42, 1.21, -1.45], [0.15, -0.12, -1.81], [-0.15, 0.45, 1.90], [-2.11, 1.98, 3.92], [-0.13, -0.34, -1.54], [1.02, -2.03, -2.19]], "lumo_ev": [0.56, 0.56], "relative_energy_kj_mol": 581.0, "orbital_gap_ev": [8.5846, 8.5855], "smiles": "C=N.N=O", "homo_energy_ev": [-8.024, -8.026], "multiplicity": 1}

=====

17.
{"formula": "CH4N2O2", "method": "ωB97M-V with the def2-TZVPD basis set", "elements": ["C", "N", "N", "O", "O", "H", "H", "H", "H"], "positions_angstrom": [[-0.400, 0.293, -0.581], [1.727, -0.787, 0.094], [-1.568, 0.336, 0.217], [2.631, 0.270, 0.176], [-2.474, -0.629, -0.027], [-0.336, -0.146, -1.534], [0.361, 1.055, -0.334], [1.178, -0.723, 0.934], [-1.120, 0.331, 1.054]], "forces_ev_per_angstrom": [[0.30, 1.84, 0.92], [2.13, 0.93, -0.67], [0.84, 0.78, -4.51], [-1.02, -1.25, -0.08], [-1.37, -1.08, 0.36], [-0.45, -0.59, -1.01], [-0.50, -0.41, -0.12], [-0.56, 0.04, 0.88], [0.64, -0.26, 4.21]], "lumo_ev": [8.09, 8.15], "relative_energy_kj_mol": 221.2, "orbital_gap_ev": [5.5587, 4.7645], "homo_energy_ev": [2.527, 3.383], "charge": -2, "multiplicity": 1}

=====

18.
{"formula": "CH4N2O2", "method": "ωB97M-V with the def2-TZVPD basis set", "elements": ["N", "C", "O", "N", "O", "H", "H", "H", "H"], "positions_angstrom": [[-1.486, 0.048, -0.085], [-0.240, 0.448, 0.061], [0.122, 1.569, 0.260], [0.705, -0.726, 0.161], [2.081, -0.391, 0.078], [-1.802, -0.747, -0.554], [-2.005, 0.845, -0.019], [0.554, -1.417, -0.511], [2.073, 0.371, 0.609]], "forces_ev_per_angstrom": [[0.18, -0.43, 0.43], [3.89, -3.33, 0.04], [0.44, 0.87, 0.33], [-1.01, 2.60, 1.12], [-0.78, -1.30, -1.17], [-0.31, -1.13, -0.55], [-2.62, 1.97, -0.14], [-0.31, -1.18, -1.27], [0.53, 1.94, 1.21]], "lumo_ev": 0.71, "relative_energy_kj_mol": 111.1, "orbital_gap_ev": 9.9276, "smiles": "NC(=O)NO", "homo_energy_ev": -9.214, "multiplicity": 1}

=====

19.
{"formula": "CH4N2O2", "method": "ωB97M-V with the def2-TZVPD basis set", "elements": ["C", "N", "N", "O", "O", "H", "H", "H", "H"], "positions_angstrom": [[1.226, 0.588, 0.130], [-0.297, -1.260, -0.209], [0.043, -0.021, -0.045], [2.252, -0.017, 0.305], [-1.291, 1.173, -0.252], [1.107, 1.677, 0.119], [-0.442, -1.601, -1.154], [-0.883, -1.688, 0.500], [-1.715, 1.147, 0.606]], "forces_ev_per_angstrom": [[0.73, 0.58, 0.21], [-0.07, -0.45, -0.17], [-4.00, 1.69, -0.06], [0.20, -0.02, -0.09], [2.78, -2.02, -0.52], [0.04, 0.01, 0.00], [0.02, 0.24, 0.12], [0.22, 0.17, -0.06], [0.07, -0.21, 0.56]], "lumo_ev": 0.14, "relative_energy_kj_mol": 312.7, "orbital_gap_ev": 10.3111, "homo_energy_ev": -10.172, "multiplicity": 1}

=====

20.
{"formula": "CH4N2O2", "method": "ωB97M-V with the def2-TZVPD basis set", "elements": ["O", "N", "N", "C", "O", "H", "H", "H", "H"], "positions_angstrom": [[-1.245, 2.539, -2.011], [-0.419, 1.714, -1.655], [-0.781, 0.909, -0.696], [0.135, -0.059, -0.179], [0.297, 0.188, 1.194], [-1.685, 1.011, -0.226], [-0.267, -1.075, -0.341], [1.073, 0.060, -0.738], [1.014, -0.352, 1.541]], "forces_ev_per_angstrom": [[0.33, -0.70, 0.46], [0.03, 0.89, -0.69], [-0.70, -0.41, 0.79], [0.34, -0.41, -0.47], [0.01, 0.20, 0.28], [0.15, 0.23, -0.40], [0.11, 0.28, 0.05], [-0.23, -0.05, 0.04], [-0.03, -0.04, -0.05]], "lumo_ev": 0.61, "relative_energy_kj_mol": 207.4, "orbital_gap_ev": 10.0605, "smiles": "O=NNCO", "homo_energy_ev": -9.448, "multiplicity": 1}